Density functional theory data (the ωB97M-V functional and the def2-TZVPD basis) for 3 unconnected molecules or ions with the total composition C34H21F9N2O7S.

The geometry in XYZ format:
```
74
C34H21F9N2O7S, DFT the ωB97M-V functional and the def2-TZVPD basis
S 5.7231 0.9184 0.9731
F 5.3763 0.8348 -0.6365
F 4.5769 2.0448 1.1628
F 3.5715 0.5429 3.3325
F 6.9497 -0.1473 0.6939
F 2.8057 -1.4001 2.6254
F 5.1420 -1.6558 0.8636
F 3.4620 -0.3337 0.4398
F 6.2268 0.9976 2.5201
F 6.7642 2.1172 0.6164
O 2.4577 3.4771 4.8427
O -3.0736 5.7326 -2.0947
O 4.4133 -0.8959 6.1210
O -2.3291 -5.9949 -0.3729
O 2.4799 0.1601 6.3146
O -4.2347 0.8364 -3.8774
O -0.2486 -1.1889 -1.4088
N 4.4315 2.4056 5.6526
N 4.2414 1.5323 6.7591
C -6.2733 4.0797 -5.5502
C 5.3313 -0.7360 5.0214
C -1.2286 -4.0998 0.4739
C -1.8795 -4.8886 -0.6020
C -2.4262 1.0277 -1.7566
C -2.6960 3.4219 -1.8972
C -0.0357 -2.1352 1.2116
C -5.9990 5.3528 -5.0578
C -2.7460 -4.4516 -4.2367
C -1.5031 1.1932 -0.7345
C -1.6009 -2.4697 -3.4897
C -1.9794 -4.2985 -1.9606
C -3.9924 1.9499 -3.4498
C -4.3799 4.4193 -3.5402
C 3.3810 2.9743 5.2866
C -0.6670 -2.8518 0.1986
C -3.3577 4.6147 -2.4810
C -3.0206 2.1395 -2.3453
C 4.5388 -0.4961 1.2883
C -5.6107 2.9763 -5.0330
C -5.0516 5.5230 -4.0587
C -1.4588 -3.0300 -2.2232
C -1.7565 3.5850 -0.8829
C -2.2484 -3.1768 -4.4920
C -4.6695 3.1414 -4.0204
C 4.9010 -1.5055 3.7160
C 0.0184 -2.6526 2.4972
C 3.6719 0.2549 6.3748
C -1.1614 2.4728 -0.3041
C -2.6129 -5.0116 -2.9741
C 3.9824 -0.6379 2.7538
C -0.7495 -2.2725 -1.1641
C -1.1766 -4.6126 1.7668
C -0.5584 -3.8882 2.7768
H 0.4113 -1.1706 1.0003
H -1.0490 0.3295 -0.2747
H -0.5235 -4.2873 3.7841
H 4.3249 -2.4100 4.0622
H -5.8307 1.9867 -5.4158
H 5.5628 0.3374 4.8081
H -7.0086 3.9486 -6.3359
H -3.0068 -6.0019 -2.7786
H -2.6854 0.0303 -2.0918
H -2.3644 -2.7357 -5.4751
H -1.6213 -5.5754 1.9893
H -1.2105 -1.4795 -3.6946
H 0.5069 -2.0912 3.2847
H -4.8396 6.5164 -3.6812
H 6.3064 -1.1997 5.3523
H -6.5243 6.2131 -5.4563
H -0.4330 2.6015 0.4885
H 5.1811 1.4089 7.1575
H -1.4914 4.5785 -0.5410
H -3.2438 -5.0067 -5.0234
H 5.8183 -1.8873 3.2024
```

SMILES string = O=C=NNC(=O)OCCC(F)(F)C(F)(F)S(F)(F)(F)(F)F.O=C1c2ccccc2C(=O)c2ccccc21.O=C1c2ccccc2C(=O)c2ccccc21


Density functional theory data (the ωB97M-V functional and the def2-TZVPD basis) for 3 unconnected molecules or ions with the total composition C34H22ClFNO8.

The geometry in XYZ format:
```
67
C34H22ClFNO8, DFT the ωB97M-V functional and the def2-TZVPD basis
Cl 6.5160 0.4573 0.7938
F 3.1811 0.0266 2.8934
O 4.5670 1.1264 -0.8183
O 2.9877 3.7384 -0.8785
O 2.3503 1.7574 -5.7486
O -2.0003 -2.5766 7.0691
O 1.3741 -0.8135 1.8983
O 1.6359 4.6104 0.6959
O -2.4048 -5.7608 2.8043
O -2.7922 3.1922 -5.8750
N 2.4282 2.8855 2.6659
C 2.1794 0.0645 1.9468
C -1.1214 -4.1666 3.9592
C 0.2694 1.5457 -6.8172
C 2.0149 1.2432 0.9057
C 1.1144 -2.5413 4.2772
C 1.0263 -3.4016 3.1848
C 0.7628 0.6506 -7.7629
C -1.6113 2.8901 -5.8623
C 4.3989 2.3356 1.3178
C 2.8347 2.5331 1.2727
C -1.9305 1.3495 -7.7886
C -0.2969 5.0383 -3.0717
C -2.3229 -5.0110 3.7595
C -1.0250 -3.3194 5.0643
C -3.3158 -4.1116 5.8717
C -5.6297 -5.5980 5.4569
C 1.1864 2.1077 -5.7907
C 4.9785 1.3430 0.2631
C -0.6839 3.5003 -4.8830
C -0.0869 0.1099 -8.7171
C 1.5093 3.6647 -3.8801
C -1.0775 1.9050 -6.8381
C 1.0323 4.6290 -3.0024
C -1.4360 0.4540 -8.7253
C -4.3499 -4.0648 6.8028
C -5.5034 -4.8069 6.5956
C -0.0879 -4.2115 3.0263
C -2.1022 -3.2807 6.0817
C 2.4319 3.7428 0.2976
C 0.6578 3.1056 -4.8302
C -1.1547 4.4717 -4.0051
C 0.0943 -2.5040 5.2162
C -3.4324 -4.9227 4.7431
C -4.5945 -5.6606 4.5357
H 1.8114 0.3772 -7.7585
H -2.1894 4.7909 -4.0504
H 2.8533 3.7771 2.9156
H 1.8261 -3.4352 2.4558
H 1.6986 5.0641 -2.2662
H 0.3008 -0.5829 -9.4555
H 0.1697 -1.8354 6.0655
H 2.5454 3.3536 -3.8243
H 4.7878 2.0463 2.3291
H 4.8567 3.3451 1.0900
H 1.4068 2.9416 2.6934
H -2.9801 1.6184 -7.8012
H 1.9807 -1.9021 4.3949
H 0.9269 1.5351 0.9902
H 2.1518 0.8901 -0.1455
H -4.6946 -6.2814 3.6533
H -4.2578 -3.4462 7.6876
H -6.5367 -6.1678 5.2897
H -2.1010 0.0256 -9.4668
H -6.3093 -4.7657 7.3195
H -0.1539 -4.8754 2.1726
H -0.6643 5.7998 -2.3936
```

charge = -1


Record order is preserved below.
E_HOMO: -9.5 -5.2 eV
Record order is preserved below.
E_tot: -3241.32932 -2525.73485 hartree
Record order is preserved below.
Max |F|: 3.80 3.22 eV Å⁻¹